(1)
Molecular formula: C6H15BNO3
Method: DFT, the ωB97M-V functional and the def2-TZVPD basis

Positions of all 26 atoms, in Å:
B  -0.20476  -2.01077  0.26753
C  0.77212  1.51252  1.72718
C  0.70564  0.01574  1.66510
C  0.92763  2.18723  0.34941
C  -0.38401  -0.52025  0.82205
C  -0.70684  0.58149  -0.71201
C  -0.50682  -0.81608  -2.58142
N  -0.29201  1.98624  -0.35283
O  -1.22403  -2.74202  -0.27217
O  0.95769  -2.60924  0.59233
O  0.02665  0.21747  -1.83859
H  -0.07759  2.04572  2.11395
H  1.58988  1.77237  2.48380
H  1.62936  -0.37676  1.24478
H  0.67057  -0.40660  2.72406
H  1.25892  3.23567  0.36020
H  1.67497  1.46405  -0.21756
H  -1.36892  -0.37492  1.41336
H  -1.76784  0.26727  -0.56411
H  -1.64282  -0.71181  -2.51004
H  -0.21745  -1.65778  -2.04270
H  -0.34894  -0.77590  -3.66383
H  -1.05577  2.40391  0.38005
H  -0.27090  2.47662  -1.28191
H  -1.39372  -3.69440  -0.50150
H  1.24900  -3.46977  0.39487

Output
Orbital gap ... 10.03 eV
ΔE to the lowest compared entry with this formula, charge and spin ... 0.0 kJ/mol
Highest occupied orbital energy ... -13.1403 eV
Net charge ... +1



(2)
Molecular formula: C6H15BrCuO4P
Method: DFT, the ωB97M-V functional and the def2-TZVPD basis

Positions of all 28 atoms, in Å:
Cu  -4.46107  -4.95659  -3.85959
Br  -6.65914  -4.05548  -0.23859
C  -0.62985  2.75872  0.68456
C  0.25651  1.58839  0.09977
O  -0.45209  0.68950  -0.60869
P  0.02160  -0.90487  -0.76626
O  -0.79301  -1.83630  -1.59528
O  1.56476  -0.80450  -1.20810
C  1.96683  0.12315  -2.25434
C  3.21358  0.99080  -1.72088
O  0.18215  -1.37389  0.77421
C  -0.97203  -1.58868  1.65903
C  -0.80980  -0.85441  3.03687
H  -1.50801  2.44705  1.25008
H  -0.16487  3.27447  1.52474
H  -1.11875  3.51871  0.07507
H  1.02629  2.05269  -0.51665
H  0.62946  1.10207  1.00116
H  2.15403  -0.26167  -3.25682
H  1.16088  0.77813  -2.58531
H  4.00715  0.30820  -1.41690
H  3.68791  1.58569  -2.50139
H  2.95266  1.62259  -0.87184
H  -1.93200  -1.27482  1.24910
H  -1.02596  -2.65868  1.85975
H  -1.66217  -0.99611  3.70132
H  -0.10724  -1.46027  3.60910
H  -0.52781  0.18610  2.87585

Output
Orbital gap ... 4.10 eV
ΔE to the lowest compared entry with this formula, charge and spin ... 431.0 kJ/mol
Highest occupied orbital energy ... -7.5915 eV
Net charge ... 0



(3)
Molecular formula: C6H15ClInNPS
Method: DFT, the ωB97M-V functional and the def2-TZVPD basis

Positions of all 26 atoms, in Å:
C  -1.75234  1.75464  2.88236
C  -1.68790  1.57267  1.36892
C  -3.01319  1.11037  0.75643
N  -0.65302  1.85335  0.71386
In  0.06216  0.40986  -0.66652
C  2.25537  0.35786  -0.66720
C  2.87232  -0.82334  -1.38384
C  2.14824  -1.33121  -2.61874
Cl  4.58957  -0.41725  -1.94093
P  -0.63869  -1.86935  0.36089
S  0.18490  -2.32358  2.12304
H  -2.22497  2.71526  3.12383
H  -0.73753  1.74622  3.27593
H  -2.34251  0.96313  3.35019
H  -3.67845  1.97262  0.64662
H  -3.51865  0.37832  1.39499
H  -2.84166  0.65777  -0.22214
H  -0.71442  0.56473  -2.25033
H  2.52712  0.28617  0.38942
H  2.66859  1.30156  -1.02652
H  3.01800  -1.64508  -0.68370
H  2.12408  -0.56225  -3.39346
H  2.66897  -2.19837  -3.03111
H  1.12893  -1.63501  -2.36769
H  -0.39797  -2.89520  -0.58109
H  -2.04695  -1.94390  0.44680

Output
Orbital gap ... 7.12 eV
Highest occupied orbital energy ... -4.1853 eV
Net charge ... -1



Which value of orbital gap does entry 2 give? 4.10 eV



highest occupied orbital energy of number 1 (C6H15BNO3)? -13.1403 eV



The lowest highest occupied orbital energy belongs to which entry? C6H15BNO3



Which of these has the highest orbital gap? C6H15BNO3